The following is a DFT calculation (ωB97M-V/def2-TZVPD) of an isolated molecule of C11H12N6O.

Results
* total charge: 0
* gap between HOMO and LUMO: 9.157 eV
* energy above the lowest of the compared OMol25 structures with the same formula, charge and spin: 78.9 kcal per mole
* multiplicity: 1
* DFT total energy: -830.009280 Ha
* SMILES string: CCn1nnc2c1[C@@H](c1cnn(C)c1)C=NC2=O

Last column: natural (NBO) charge in e.
Positions of all 30 atoms, in Å:
C: 2.8968 -0.8299 -0.5351  -0.615
C: 2.7482 0.4976 0.1890  -0.215
N: 1.7928 0.4173 1.2976  -0.191
N: 2.1034 -0.3461 2.4034  -0.032
N: 0.9960 -0.4851 3.0406  -0.163
C: 0.0534 0.3898 2.4796  -0.091
C: 0.5655 0.9367 1.3436  0.184
C: -0.3102 1.6441 0.2779  -0.355
C: -0.8795 0.6260 -0.7737  -0.102
C: -1.3832 1.0185 -2.1551  -0.063
N: -1.6557 -0.1344 -2.8086  -0.211
N: -1.6298 -1.1362 -1.8412  -0.186
C: -1.9464 -2.5380 -1.9815  -0.410
C: -1.1398 -0.7161 -0.5567  -0.084
C: -1.5597 2.1182 1.0009  0.181
N: -2.0843 1.5914 2.1269  -0.440
C: -1.3473 0.5625 2.7556  0.582
O: -1.8655 0.0568 3.7456  -0.496
H: 3.1723 -1.6259 0.1231  0.229
H: 3.8115 -0.6562 -1.1992  0.218
H: 2.0131 -0.9865 -1.1030  0.216
H: 2.4001 1.2466 -0.6015  0.211
H: 3.6771 0.9324 0.6001  0.221
H: 0.1489 2.5205 -0.2731  0.258
H: -1.5189 1.9975 -2.6355  0.228
H: -1.2953 -3.0598 -2.6900  0.215
H: -3.0429 -2.7632 -2.1383  0.218
H: -1.7455 -3.0552 -1.0140  0.219
H: -0.7404 -1.1782 0.3481  0.257
H: -2.2348 2.9549 0.5745  0.215

Atomic forces in eV per Å
C 2.55 1.56 -0.45
C 0.02 1.34 -0.43
N 1.74 0.77 -1.13
N -1.80 0.01 -1.63
N -0.62 1.69 0.75
C 0.51 -1.33 -0.63
C -0.39 -0.23 -0.93
C -0.09 -0.27 -0.13
C -0.74 1.92 -1.07
C 1.35 -3.16 1.87
N -1.08 -0.08 2.57
N 1.43 0.60 2.35
C -0.88 -1.40 0.11
C 0.44 2.88 -3.56
C -2.82 -0.28 3.06
N 1.87 1.67 -4.32
C -1.16 0.12 3.94
O 0.27 -0.25 -1.32
H -0.20 -0.57 0.43
H -1.39 -0.51 0.42
H -0.61 -0.59 -0.56
H 0.09 -0.77 1.39
H -0.23 -0.56 -0.24
H -0.21 -1.10 0.78
H 0.46 -0.69 0.25
H -0.39 0.29 -0.29
H 1.19 0.56 -0.38
H 0.04 0.76 -0.53
H -0.80 -0.95 -0.67
H 1.47 -1.39 0.36